(1)
{
  "formula": "C2H6N4",
  "method": "ωB97M-V/def2-TZVPD",
  "smiles": "[H]/N=C(N)/N=C\\N",
  "spin_multiplicity": 1,
  "total_charge": 0,
  "homo_lumo_gap_ev": 10.1,
  "lumo_energy_ev": 1.1,
  "total_energy_ha": -298.84890,
  "e_homo_ev": -9.02,
  "largest_force_ha_per_bohr": 0.0164,
  "symbols": ["H", "N", "C", "N", "N", "C", "N", "H", "H", "H", "H", "H"],
  "positions_angstrom": [[-1.815, 1.269, -0.505], [-0.867, 0.974, -0.290], [-0.743, -0.287, -0.097], [-1.757, -1.198, -0.200], [0.456, -0.905, 0.205], [1.544, -0.230, 0.284], [1.676, 1.083, 0.106], [-2.712, -0.885, -0.202], [-1.566, -2.131, 0.121], [2.439, -0.797, 0.526], [2.558, 1.557, 0.171], [0.788, 1.550, -0.118]],
  "forces_ev_per_angstrom": [[0.0224, -0.1762, 0.0093], [-0.2460, 0.7460, -0.0864], [0.0138, -0.2746, -0.0251], [-0.2847, -0.1385, -0.0371], [-0.3551, -0.7614, 0.0576], [0.3818, 0.2624, 0.0444], [0.0899, 0.1834, -0.0297], [0.1096, -0.0169, 0.0130], [0.0173, 0.0510, 0.0213], [0.1297, 0.1040, 0.0012], [-0.0001, -0.1772, 0.0275], [0.1214, 0.1979, 0.0040]],
  "mulliken_charge": [0.1702, -0.6780, 0.5674, -0.3988, -0.5893, -0.0329, -0.2988, 0.2092, 0.2424, 0.3440, 0.1642, 0.3002]
}



(2)
{
  "formula": "C3H11N3OS",
  "method": "ωB97M-V/def2-TZVPD",
  "spin_multiplicity": 1,
  "total_charge": 0,
  "homo_lumo_gap_ev": 9.8,
  "lumo_energy_ev": 0.9,
  "total_energy_ha": -758.48996,
  "e_homo_ev": -8.89,
  "largest_force_ha_per_bohr": 0.1000,
  "symbols": ["C", "C", "C", "N", "N", "N", "O", "S", "H", "H", "H", "H", "H", "H", "H", "H", "H", "H", "H"],
  "positions_angstrom": [[-1.182, 1.291, -0.864], [2.188, 0.442, 0.203], [3.086, -1.655, -0.463], [-1.319, -0.140, -0.817], [-2.342, -0.434, 1.685], [2.046, -0.972, -0.156], [-3.761, 0.042, -0.427], [-2.657, -0.746, -0.036], [-0.680, 1.758, -0.061], [-2.193, 1.772, -0.682], [-0.642, 1.743, -1.695], [1.705, 1.063, -0.553], [1.505, 0.788, 1.124], [3.162, 0.677, 0.481], [4.021, -1.176, -0.279], [-0.474, -0.708, -0.945], [2.842, -2.568, -0.814], [-3.092, 0.105, 2.098], [-2.215, -1.281, 2.200]],
  "forces_ev_per_angstrom": [[-1.4183, 1.5199, 0.4165], [-3.3693, -0.2753, 1.9514], [-2.0065, 4.2706, 1.9938], [0.0993, 0.5513, -0.2342], [-0.1912, 1.0919, -1.3685], [-0.2414, 0.2704, -0.5633], [-2.4198, 2.3518, -0.3879], [3.3668, -3.6333, 1.3717], [1.1150, -0.1650, 1.6321], [0.8794, -0.6728, -1.1118], [-0.5664, -0.5963, -0.7443], [0.6919, -0.1011, -0.4073], [1.3544, -1.4118, -1.6229], [1.9486, 0.8462, 0.0434], [1.2773, -0.3325, -0.3528], [-0.6743, 0.0677, 0.5395], [0.2456, -3.2572, -1.1019], [-0.1220, 0.1216, -0.0639], [0.0309, -0.6461, 0.0105]],
  "mulliken_charge": [-1.0081, -0.8119, -0.3013, -0.1542, -0.5690, -0.2957, -0.5391, 0.4414, 0.3201, 0.2989, 0.4242, 0.2234, 0.2120, 0.4470, 0.2288, 0.2702, 0.3012, 0.2556, 0.2564]
}



(3)
{
  "formula": "C4H11N2O",
  "method": "ωB97M-V/def2-TZVPD",
  "smiles": "NCC[C@@H]([NH3+])C=O",
  "spin_multiplicity": 1,
  "total_charge": 1,
  "homo_lumo_gap_ev": 10.9,
  "lumo_energy_ev": -3.4,
  "total_energy_ha": -343.51360,
  "e_homo_ev": -14.34,
  "largest_force_ha_per_bohr": 0.0296,
  "symbols": ["N", "C", "C", "C", "N", "C", "O", "H", "H", "H", "H", "H", "H", "H", "H", "H", "H", "H"],
  "positions_angstrom": [[-0.971, 1.213, -1.419], [-0.890, -0.245, -1.369], [-0.809, -0.713, 0.085], [0.629, -0.598, 0.633], [1.213, 0.736, 0.264], [0.821, -0.725, 2.138], [1.316, 0.171, 2.768], [-1.882, 1.615, -1.210], [-0.792, 1.605, -2.332], [-1.761, -0.698, -1.826], [-0.021, -0.578, -1.894], [-1.494, -0.177, 0.750], [-1.125, -1.745, 0.165], [1.202, -1.370, 0.130], [0.483, 1.329, -0.221], [1.525, 1.198, 1.132], [1.953, 0.660, -0.435], [0.602, -1.678, 2.642]],
  "forces_ev_per_angstrom": [[0.3757, 1.0282, 0.0769], [-1.3301, 0.2832, 0.6858], [0.1931, 0.0614, 0.7356], [-0.3739, 0.1792, -0.4260], [-0.3989, 0.4604, -0.6021], [0.3835, -0.3386, 0.3604], [-0.1317, 0.2460, -0.1487], [-0.0084, -0.5497, 0.4406], [0.3702, -0.2773, -0.3269], [-0.0957, -0.2868, -0.2115], [0.5988, -0.1847, -0.5483], [-0.0384, 0.2584, -0.3013], [0.1050, -0.3463, -0.0584], [0.3617, -0.1247, 0.0890], [-0.1849, -0.2627, 0.1281], [0.2427, -0.1055, -0.0157], [0.2647, -0.0288, 0.4360], [-0.3334, -0.0118, -0.3135]],
  "mulliken_charge": [-0.6024, -0.7096, -0.7035, -0.1672, -0.2315, 0.0158, -0.4646, 0.2077, 0.2198, 0.3974, 0.3993, 0.3913, 0.4222, 0.2896, 0.3791, 0.4032, 0.3581, 0.3952]
}



(4)
{
  "formula": "C45H58N6O3S2ScSe",
  "method": "ωB97M-V/def2-TZVPD",
  "spin_multiplicity": 1,
  "total_charge": -1,
  "homo_lumo_gap_ev": 7.1,
  "lumo_energy_ev": 2.2,
  "total_energy_ha": -6262.65678,
  "e_homo_ev": -4.86,
  "largest_force_ha_per_bohr": 0.0109,
  "symbols": ["Sc", "C", "C", "C", "C", "C", "C", "C", "Se", "C", "C", "C", "C", "C", "C", "O", "C", "C", "C", "C", "C", "C", "C", "C", "C", "O", "C", "C", "C", "C", "C", "C", "H", "H", "H", "H", "H", "H", "H", "H", "H", "H", "H", "H", "H", "H", "H", "H", "H", "H", "H", "H", "H", "H", "H", "H", "H", "H", "H", "H", "H", "H", "H", "H", "H", "H", "H", "H", "H", "H", "H", "H", "N", "C", "S", "N", "N", "C", "C", "C", "C", "C", "C", "C", "O", "H", "H", "H", "H", "H", "H", "H", "N", "C", "S", "N", "C", "C", "C", "C", "C", "C", "H", "H", "H", "H", "H", "H", "H", "H", "C", "C", "N", "H", "H", "H"],
  "positions_angstrom": [[0.649, 0.261, -1.787], [3.013, 1.769, 5.842], [3.742, 2.198, 4.563], [5.223, 1.814, 4.684], [3.656, 3.720, 4.452], [3.126, 1.502, 3.356], [2.536, 2.171, 2.304], [1.990, 1.476, 1.232], [1.094, 2.421, -0.149], [-0.739, 2.196, 0.441], [-1.286, 3.233, 1.164], [-2.580, 3.155, 1.674], [-3.278, 1.984, 1.425], [-2.777, 0.912, 0.685], [-1.474, 1.016, 0.158], [-0.957, 0.060, -0.581], [-3.698, -0.306, 0.525], [-3.167, -1.449, -0.349], [-5.026, 0.145, -0.110], [-3.979, -0.893, 1.915], [-3.146, 4.318, 2.486], [-3.121, 5.597, 1.640], [-2.292, 4.527, 3.742], [-4.588, 4.069, 2.925], [2.008, 0.069, 1.138], [1.496, -0.545, 0.111], [2.595, -0.633, 2.247], [3.119, 0.104, 3.290], [2.603, -2.157, 2.276], [3.146, -2.715, 3.596], [3.518, -2.700, 1.170], [1.166, -2.682, 2.133], [3.446, 2.267, 6.712], [1.954, 2.025, 5.790], [3.085, 0.694, 6.001], [5.675, 2.298, 5.552], [5.347, 0.737, 4.800], [5.777, 2.117, 3.795], [4.117, 4.179, 5.328], [4.176, 4.090, 3.568], [2.622, 4.064, 4.402], [2.472, 3.251, 2.302], [-0.687, 4.119, 1.340], [-4.279, 1.888, 1.818], [-2.950, -1.113, -1.361], [-2.264, -1.895, 0.067], [-3.946, -2.217, -0.394], [-4.848, 0.583, -1.093], [-5.687, -0.716, -0.234], [-5.552, 0.879, 0.500], [-3.060, -1.247, 2.382], [-4.433, -0.162, 2.583], [-4.663, -1.741, 1.827], [-2.107, 5.857, 1.337], [-3.711, 5.470, 0.732], [-3.528, 6.440, 2.203], [-1.252, 4.730, 3.487], [-2.667, 5.370, 4.326], [-2.308, 3.636, 4.371], [-5.252, 3.920, 2.073], [-4.670, 3.194, 3.571], [-4.951, 4.932, 3.486], [3.554, -0.438, 4.120], [4.184, -2.424, 3.769], [2.553, -2.397, 4.454], [3.114, -3.805, 3.558], [4.561, -2.474, 1.413], [3.422, -3.784, 1.085], [3.312, -2.274, 0.196], [0.596, -2.450, 3.035], [0.648, -2.236, 1.288], [1.175, -3.767, 2.007], [2.973, -1.549, -5.269], [1.951, -0.851, -4.653], [2.093, 0.862, -4.450], [0.940, -1.600, -4.292], [-0.017, -0.839, -3.605], [-1.127, -0.638, -4.205], [-2.130, 0.318, -3.752], [-3.446, 0.171, -4.201], [-4.419, 1.105, -3.906], [-4.056, 2.235, -3.170], [-2.761, 2.424, -2.741], [-1.755, 1.475, -3.018], [-0.532, 1.688, -2.627], [3.865, -1.086, -5.224], [2.979, -2.518, -4.972], [-1.276, -1.139, -5.165], [-3.693, -0.700, -4.798], [-5.435, 0.968, -4.249], [-4.802, 2.982, -2.927], [-2.483, 3.299, -2.168], [0.568, -2.810, -1.286], [0.894, -3.680, -2.262], [2.457, -4.269, -2.373], [-0.167, -4.008, -3.045], [-0.265, -4.602, -4.308], [0.787, -5.125, -5.053], [0.525, -5.685, -6.295], [-0.753, -5.735, -6.822], [-1.797, -5.194, -6.084], [-1.555, -4.635, -4.846], [1.272, -2.426, -0.669], [-0.343, -2.371, -1.250], [-1.022, -3.531, -2.796], [1.791, -5.091, -4.671], [1.356, -6.087, -6.861], [-0.933, -6.181, -7.789], [-2.807, -5.198, -6.474], [-2.377, -4.207, -4.282], [5.460, -0.279, -1.160], [4.088, -0.439, -1.596], [3.002, -0.561, -1.936], [6.010, 0.310, -1.891], [5.917, -1.263, -1.061], [5.475, 0.218, -0.191]],
  "forces_ev_per_angstrom": [[0.4852, -0.2002, -0.1953], [-0.0158, -0.0104, 0.0316], [0.0279, 0.0603, 0.0200], [0.0230, -0.0058, -0.0026], [0.0072, 0.0368, 0.0173], [-0.0001, -0.0969, -0.0204], [-0.0009, 0.0878, 0.0136], [0.0562, -0.1756, 0.1911], [-0.2310, 0.2465, -0.1232], [-0.0391, -0.0230, 0.0877], [-0.0852, 0.1001, 0.0889], [0.0633, 0.0480, 0.0235], [0.0240, -0.0767, -0.0755], [0.0151, 0.1779, 0.1241], [0.0721, -0.2702, -0.2681], [0.1756, -0.0230, -0.1235], [-0.0811, 0.0273, -0.0689], [0.0088, -0.0378, -0.0248], [0.0150, -0.0420, -0.0079], [-0.0605, -0.0908, 0.0229], [-0.0163, -0.0227, -0.0424], [0.0049, 0.0183, -0.0121], [0.0088, 0.0115, 0.0287], [-0.0345, 0.0005, 0.0346], [-0.0669, -0.1734, -0.0211], [0.1592, 0.1609, 0.0754], [-0.0857, 0.1226, -0.1376], [0.0779, 0.0012, 0.0289], [0.0223, -0.0318, 0.0845], [0.0017, -0.0404, 0.0112], [0.0637, -0.0224, 0.0104], [-0.0461, -0.0669, 0.0072], [0.0221, 0.0257, 0.0505], [-0.0335, 0.0290, -0.0317], [0.0088, -0.0485, -0.0036], [0.0197, 0.0291, 0.0433], [-0.0088, -0.0519, 0.0089], [-0.0063, 0.0290, -0.0381], [0.0150, 0.0030, 0.0274], [0.0391, -0.0094, -0.0432], [-0.0647, -0.0141, 0.0094], [-0.0162, 0.0563, -0.0469], [0.0432, -0.0016, -0.0095], [-0.0381, 0.0051, 0.0336], [-0.0167, 0.0231, -0.0367], [-0.0155, 0.0156, 0.0445], [0.0107, -0.0358, -0.0032], [0.0257, 0.0035, -0.0192], [-0.0261, -0.0354, -0.0032], [0.0003, 0.0459, 0.0390], [0.0742, 0.0070, -0.0077], [-0.0275, 0.0531, 0.0277], [-0.0272, -0.0262, 0.0135], [0.0580, 0.0032, -0.0023], [-0.0457, -0.0166, -0.0216], [-0.0168, 0.0173, 0.0249], [0.0473, 0.0145, -0.0257], [-0.0253, 0.0423, 0.0298], [-0.0116, -0.0424, 0.0151], [-0.0025, 0.0160, -0.0605], [0.0273, -0.0324, 0.0329], [-0.0076, 0.0181, 0.0103], [0.0028, 0.0128, 0.0194], [0.0324, -0.0011, -0.0132], [-0.0416, 0.0361, 0.0079], [-0.0068, -0.0277, -0.0164], [0.0221, 0.0204, 0.0294], [-0.0107, -0.0493, -0.0077], [-0.1752, 0.0646, -0.1404], [-0.0024, 0.0272, 0.0209], [0.0097, 0.0084, 0.0785], [-0.0092, -0.0569, -0.0042], [-0.0139, -0.1328, 0.0199], [-0.0816, -0.0914, 0.0635], [0.0410, -0.1029, 0.1109], [0.0403, 0.3515, 0.1360], [-0.2037, 0.0442, -0.1811], [0.0318, 0.0459, -0.0137], [-0.0534, -0.1256, -0.1095], [-0.0470, 0.0706, 0.0216], [0.0268, -0.0707, -0.0460], [0.0129, 0.0541, 0.0266], [-0.1246, -0.0482, -0.0436], [0.1366, -0.0168, 0.1007], [-0.0311, 0.0613, 0.0223], [-0.0554, 0.0342, 0.0100], [0.1114, 0.0063, -0.0954], [-0.0331, -0.0090, 0.0748], [-0.0111, -0.0176, -0.0033], [-0.0183, 0.0111, 0.0030], [-0.0412, 0.0095, -0.0017], [0.0395, 0.0190, 0.0222], [-0.2227, 0.2178, -0.0050], [0.2430, 0.1276, -0.0703], [-0.0594, -0.0845, -0.0353], [-0.0630, -0.0081, 0.1712], [-0.0242, -0.0227, -0.1256], [-0.1253, 0.0036, 0.0302], [0.1270, -0.0354, -0.0224], [-0.0438, 0.0162, 0.0343], [-0.0238, 0.0020, -0.0706], [-0.0044, -0.0181, 0.0220], [0.0614, -0.0766, -0.0105], [0.0033, -0.0824, 0.1164], [0.0357, 0.0093, 0.0268], [0.0651, -0.0009, 0.0947], [0.0140, -0.0132, -0.0287], [-0.0138, -0.0017, -0.0543], [-0.0267, -0.0218, -0.0182], [-0.0090, 0.0024, 0.0311], [0.1065, -0.0661, 0.0430], [-0.2302, -0.0574, -0.1499], [0.0308, 0.1311, 0.0768], [0.0341, 0.0197, 0.0083], [0.0328, 0.0057, 0.0039], [-0.0050, 0.0138, 0.0045]],
  "mulliken_charge": [-0.8151, -1.6027, 2.1046, -1.6871, -2.1463, -0.2336, -0.5240, -0.0733, 0.1818, 0.3280, -0.7789, -0.2241, -0.4525, 0.0401, 0.2949, 0.3769, 2.2717, -1.9791, -1.6632, -1.8939, 2.1996, -1.7276, -1.6794, -2.1270, 0.0232, 1.9304, -0.9888, -0.2938, 2.6114, -2.6076, -1.4252, -1.3369, 0.4664, 0.3388, 0.3023, 0.4791, 0.2716, 0.3326, 0.4348, 0.3888, 0.3477, 0.5162, 0.4543, 0.2659, 0.1706, 0.1659, 0.5924, 0.1615, 0.4949, 0.2959, 0.3438, 0.2935, 0.4845, 0.3256, 0.3467, 0.4652, 0.3394, 0.4487, 0.3454, 0.3910, 0.3725, 0.4455, 0.3371, 0.4097, 0.4255, 0.5069, 0.3736, 0.3741, -0.0641, 0.3908, -0.1096, 0.4437, -0.5061, 0.0586, -0.3903, -0.8349, 1.2558, -0.7240, -0.0035, -0.3758, -0.7390, -0.6407, -0.2575, 0.5976, -0.7017, 0.2680, 0.2511, 0.4783, 0.4407, 0.3794, 0.3590, 0.4716, 0.1134, 0.6626, -0.4349, -0.0051, 0.8615, -0.4229, -0.7262, -0.4574, -0.7235, -0.2744, -1.0357, -0.0559, -0.0758, 0.2756, 0.3586, 0.3674, 0.3584, 0.3681, -1.5358, 0.4723, 0.2180, 0.4135, 0.3284, 0.2911]
}